No. 1
{"formula": "C31H43MnN3OS2Se4Te", "method": "ωB97M-V/def2-TZVPD", "species": ["Mn", "Se", "Se", "Te", "Se", "C", "C", "C", "C", "N", "C", "Se", "N", "C", "C", "C", "C", "C", "C", "C", "C", "C", "C", "H", "H", "H", "H", "H", "H", "H", "H", "H", "H", "H", "H", "H", "H", "H", "H", "H", "H", "H", "H", "H", "H", "N", "S", "C", "C", "C", "C", "C", "C", "C", "C", "C", "C", "C", "C", "H", "H", "H", "H", "H", "H", "H", "H", "H", "H", "H", "C", "C", "S", "O", "C", "C", "H", "H", "H", "H", "H", "H", "H", "H", "H", "H"], "coordinates": [[-1.376, -0.505, 2.034], [-2.606, -1.284, -0.081], [-2.657, -3.646, -0.066], [-1.642, -4.206, 2.217], [0.103, -2.465, 2.702], [0.528, -0.772, -5.813], [1.158, -1.987, -5.142], [0.123, -2.954, -4.567], [-0.543, -2.449, -3.291], [0.379, -2.450, -2.163], [0.941, -1.368, -1.576], [0.659, 0.377, -2.093], [1.740, -1.810, -0.575], [2.450, -0.953, 0.367], [3.656, -0.243, -0.245], [4.633, -1.165, -0.972], [5.411, -2.091, -0.043], [1.651, -3.197, -0.490], [2.224, -4.116, 0.378], [1.910, -5.448, 0.182], [1.048, -5.854, -0.841], [0.472, -4.936, -1.701], [0.796, -3.601, -1.506], [1.291, -0.115, -6.234], [-0.047, -0.182, -5.098], [-0.137, -1.077, -6.624], [1.826, -1.654, -4.341], [1.781, -2.522, -5.863], [0.590, -3.921, -4.366], [-0.664, -3.133, -5.306], [-1.394, -3.067, -3.005], [-0.900, -1.426, -3.397], [2.747, -1.593, 1.197], [1.738, -0.227, 0.765], [4.174, 0.269, 0.572], [3.292, 0.521, -0.932], [5.335, -0.547, -1.537], [4.086, -1.755, -1.713], [5.958, -1.517, 0.709], [6.134, -2.691, -0.595], [4.753, -2.785, 0.482], [2.861, -3.811, 1.195], [2.325, -6.191, 0.851], [0.811, -6.904, -0.949], [-0.223, -5.241, -2.471], [-0.804, 1.257, 1.035], [-0.869, 2.820, 1.238], [0.808, 3.446, 1.270], [1.262, 4.025, 2.443], [2.583, 4.449, 2.522], [3.427, 4.281, 1.435], [2.962, 3.685, 0.266], [1.647, 3.265, 0.176], [-1.424, 3.530, -0.310], [-1.331, 4.902, -0.505], [-1.803, 5.446, -1.687], [-2.366, 4.621, -2.656], [-2.463, 3.255, -2.440], [-1.999, 2.698, -1.255], [-0.289, 0.993, 0.184], [0.593, 4.138, 3.287], [2.950, 4.904, 3.432], [4.455, 4.611, 1.497], [3.629, 3.546, -0.575], [1.280, 2.783, -0.724], [-0.878, 5.537, 0.248], [-1.729, 6.512, -1.856], [-2.728, 5.049, -3.582], [-2.898, 2.610, -3.192], [-2.074, 1.632, -1.079], [-4.819, 3.007, 4.905], [-3.899, 1.827, 5.176], [-3.332, 1.077, 3.637], [-2.084, 0.294, 4.004], [-4.625, -0.165, 3.372], [-4.517, -1.355, 4.311], [-5.094, 3.485, 5.845], [-5.740, 2.696, 4.412], [-4.332, 3.751, 4.274], [-4.376, 1.056, 5.781], [-2.973, 2.124, 5.670], [-4.501, -0.469, 2.329], [-5.571, 0.376, 3.456], [-3.481, -1.681, 4.403], [-5.086, -2.185, 3.894], [-4.907, -1.139, 5.306]], "forces_ev_per_angstrom": [[0.3, -0.5, 0.1], [-0.2, -0.1, 0.2], [0.3, 0.3, 0.2], [-0.1, 0.2, 0.1], [-0.1, 0.1, -0.1], [0.0, 0.0, 0.0], [0.0, 0.0, 0.0], [0.0, 0.0, 0.0], [0.0, 0.0, 0.1], [0.0, 0.0, 0.1], [0.0, -0.2, -0.1], [0.1, 0.1, 0.0], [-0.2, 0.1, 0.1], [0.1, -0.1, 0.0], [0.0, 0.0, 0.0], [0.0, 0.0, 0.0], [0.0, 0.0, 0.0], [0.1, 0.0, -0.1], [0.0, 0.0, 0.0], [0.0, 0.0, 0.0], [0.0, 0.0, 0.0], [0.0, 0.0, 0.0], [0.0, 0.0, 0.0], [0.0, 0.0, 0.0], [0.0, 0.0, 0.0], [0.0, 0.0, 0.0], [0.0, 0.0, 0.0], [0.0, 0.0, 0.0], [0.0, 0.0, 0.0], [0.0, 0.0, 0.0], [0.0, -0.1, 0.0], [0.0, 0.0, 0.0], [0.0, 0.0, 0.0], [0.0, 0.0, 0.0], [0.0, 0.0, 0.0], [0.0, 0.0, 0.0], [0.0, 0.0, 0.0], [0.0, 0.0, 0.0], [0.0, 0.0, 0.0], [0.0, 0.0, 0.0], [0.0, 0.0, 0.0], [0.0, 0.0, 0.0], [0.0, 0.0, 0.0], [0.0, 0.0, 0.0], [0.0, 0.0, 0.0], [0.1, -0.3, 0.1], [0.2, 0.0, 0.2], [0.0, 0.0, -0.1], [0.0, 0.0, 0.0], [0.0, 0.0, 0.0], [0.0, 0.0, 0.0], [0.0, 0.0, 0.0], [0.0, 0.0, 0.0], [-0.1, 0.0, 0.0], [0.0, 0.0, 0.0], [0.0, 0.0, 0.0], [0.0, 0.0, 0.0], [0.0, 0.0, 0.0], [0.0, 0.0, 0.0], [-0.1, 0.1, -0.1], [0.0, 0.0, 0.0], [0.0, 0.0, 0.0], [0.0, 0.0, 0.0], [0.0, 0.0, 0.0], [0.0, 0.0, 0.0], [0.0, 0.0, 0.0], [0.0, 0.0, 0.0], [0.0, 0.0, 0.0], [0.0, 0.0, 0.0], [0.0, 0.0, 0.0], [0.0, 0.0, 0.0], [0.0, -0.2, 0.0], [-0.4, 0.3, 0.0], [0.2, -0.2, -0.6], [0.0, 0.1, 0.0], [0.0, 0.0, 0.0], [0.0, 0.0, 0.0], [0.0, 0.0, 0.0], [0.0, 0.0, 0.0], [0.0, 0.0, 0.0], [0.0, 0.0, 0.0], [0.0, 0.0, 0.0], [0.0, 0.0, 0.0], [0.0, 0.0, 0.0], [0.0, 0.0, 0.0], [0.0, 0.0, 0.0]], "mulliken_charge": [1.01, -0.31, -0.37, -0.10, -0.60, -1.26, 0.08, -0.67, -1.40, 1.38, -1.01, -0.38, 1.70, -1.21, -0.34, -0.34, -1.18, 0.22, -0.58, -0.92, -0.84, -0.96, 0.89, 0.35, 0.21, 0.38, -0.11, 0.39, 0.35, 0.50, 0.39, 0.41, 0.65, -0.29, 0.58, 0.09, 0.48, 0.01, 0.34, 0.39, 0.19, 0.50, 0.41, 0.39, 0.46, 0.48, 0.11, 0.41, -0.38, -0.56, -0.53, -0.68, -0.14, 0.30, -0.51, -0.59, -0.46, -0.76, -0.05, -0.42, 0.40, 0.40, 0.39, 0.44, 0.29, 0.42, 0.40, 0.39, 0.45, 0.41, -1.06, -0.64, 0.76, -0.86, -0.43, -1.06, 0.38, 0.29, 0.29, 0.31, 0.40, 0.15, 0.45, 0.23, 0.35, 0.34], "multiplicity": 6, "e_tot_ev": -361034.8113, "de_lowest_kj_mol": 8.59, "e_lumo_ev": [0.130, 0.128], "gap_ev": [6.26, 6.28], "s2": 8.76}

---

No. 2
{"formula": "C25H29GeN3O3RuS", "method": "ωB97M-V/def2-TZVPD", "species": ["Ru", "N", "C", "C", "C", "O", "O", "H", "H", "H", "H", "H", "H", "O", "C", "C", "C", "C", "C", "C", "Ge", "C", "C", "C", "C", "C", "C", "C", "C", "C", "C", "C", "C", "H", "H", "H", "H", "H", "H", "H", "H", "H", "H", "H", "H", "H", "H", "H", "S", "C", "N", "C", "C", "C", "N", "H", "H", "H", "H", "H", "H", "H", "H"], "coordinates": [[-0.101, 0.014, -0.027], [-2.047, -0.701, 0.593], [-2.538, -0.484, 1.980], [-1.395, -0.667, 2.969], [-0.425, 0.520, 2.871], [-0.510, 1.438, 3.645], [0.462, 0.425, 1.890], [-2.688, -0.366, -0.123], [-2.029, -1.687, 0.326], [-3.344, -1.188, 2.190], [-2.944, 0.523, 2.051], [-0.873, -1.607, 2.778], [-1.787, -0.704, 3.981], [0.341, -1.643, -0.450], [3.396, -1.775, -4.571], [3.471, -0.390, -4.606], [3.183, 0.349, -3.467], [2.827, -0.296, -2.280], [2.749, -1.690, -2.255], [3.034, -2.424, -3.397], [2.463, 0.740, -0.682], [3.613, 0.272, 0.787], [3.453, 0.887, 2.030], [4.302, 0.568, 3.073], [5.312, -0.368, 2.886], [5.476, -0.984, 1.654], [4.626, -0.672, 0.606], [2.628, 2.667, -0.989], [1.615, 3.606, -0.812], [1.860, 4.955, -1.034], [3.116, 5.376, -1.435], [4.135, 4.449, -1.604], [3.895, 3.104, -1.377], [3.623, -2.351, -5.459], [3.759, 0.115, -5.520], [3.252, 1.432, -3.503], [2.468, -2.205, -1.346], [2.978, -3.505, -3.372], [2.668, 1.616, 2.185], [4.177, 1.047, 4.035], [5.973, -0.617, 3.705], [6.266, -1.710, 1.512], [4.763, -1.158, -0.353], [0.631, 3.301, -0.484], [1.067, 5.677, -0.888], [3.307, 6.427, -1.608], [5.121, 4.775, -1.909], [4.705, 2.392, -1.503], [-1.152, 1.621, -1.619], [-1.107, 0.498, -2.940], [-0.033, 0.418, -3.702], [0.162, -0.587, -4.747], [-1.183, -0.952, -5.349], [-2.138, -1.335, -4.233], [-2.157, -0.267, -3.228], [0.757, 0.978, -3.416], [0.649, -1.459, -4.303], [0.834, -0.172, -5.494], [-1.075, -1.773, -6.053], [-1.584, -0.094, -5.892], [-1.826, -2.265, -3.751], [-3.151, -1.469, -4.605], [-2.943, -0.195, -2.604]], "forces_ev_per_angstrom": [[0.0, 0.6, 0.3], [-0.5, -0.8, -1.0], [0.1, -0.1, 0.1], [0.2, 0.0, -0.1], [-0.1, -0.2, 0.5], [0.2, 0.1, -0.2], [-0.4, 0.3, 0.0], [-0.2, 0.7, 0.4], [0.4, -0.2, 0.7], [0.0, 0.0, 0.0], [0.0, 0.0, -0.1], [0.0, 0.0, -0.1], [-0.1, 0.1, 0.0], [0.2, -0.3, -0.4], [0.1, 0.0, 0.0], [0.1, 0.0, 0.0], [0.0, 0.0, 0.0], [-0.1, 0.0, 0.0], [0.1, 0.0, 0.0], [0.1, 0.0, 0.0], [1.0, 0.2, -0.1], [-0.3, -0.3, 0.1], [0.0, 0.1, -0.1], [0.1, 0.0, 0.0], [0.0, 0.0, 0.0], [0.1, 0.0, 0.0], [-0.1, -0.1, -0.1], [-0.6, 0.0, 0.0], [0.0, 0.0, 0.1], [0.0, 0.0, 0.0], [0.0, 0.0, 0.0], [0.1, 0.1, 0.0], [0.1, -0.3, 0.0], [0.0, 0.0, 0.0], [0.0, 0.0, 0.0], [0.0, 0.0, 0.0], [0.0, 0.0, 0.0], [0.0, 0.0, 0.0], [0.0, 0.0, 0.0], [0.0, 0.0, 0.0], [0.0, 0.0, 0.0], [0.0, 0.0, 0.0], [0.0, 0.0, 0.0], [0.0, 0.0, 0.0], [0.0, 0.0, 0.0], [0.0, 0.0, 0.0], [0.0, 0.0, 0.0], [0.0, 0.0, 0.0], [-0.1, 0.0, 0.1], [0.1, -0.2, -0.4], [0.1, 0.1, 0.1], [0.0, -0.1, 0.0], [0.0, 0.2, 0.1], [0.0, 0.0, 0.0], [0.0, -0.1, 0.2], [0.0, 0.0, -0.1], [0.0, 0.0, 0.0], [0.0, 0.0, 0.0], [0.0, 0.0, 0.0], [0.0, 0.0, 0.0], [0.0, 0.0, -0.1], [0.0, 0.0, 0.0], [-0.1, 0.1, -0.1]], "nbo_charge": [1.23, -0.80, -0.22, -0.53, 0.77, -0.57, -0.78, 0.40, 0.41, 0.22, 0.22, 0.23, 0.26, -0.64, -0.19, -0.22, -0.23, -0.52, -0.13, -0.24, 1.42, -0.40, -0.20, -0.20, -0.17, -0.22, -0.21, -0.39, -0.23, -0.21, -0.17, -0.21, -0.23, 0.23, 0.23, 0.23, 0.24, 0.23, 0.24, 0.23, 0.22, 0.23, 0.22, 0.21, 0.23, 0.23, 0.23, 0.22, -0.23, 0.37, -0.56, -0.23, -0.43, -0.22, -0.57, 0.44, 0.22, 0.23, 0.25, 0.22, 0.21, 0.23, 0.42], "multiplicity": 6, "e_tot_ev": -106933.5493, "de_lowest_kj_mol": 329.29, "e_lumo_ev": [-3.433, -5.777], "gap_ev": [7.32, 5.84], "charge": 1, "s2": 8.77}

---

No. 3
{"formula": "C3H12N3", "method": "ωB97M-V/def2-TZVPD", "species": ["C", "N", "C", "N", "C", "N", "H", "H", "H", "H", "H", "H", "H", "H", "H", "H", "H", "H"], "coordinates": [[1.544, -1.243, -0.154], [0.790, 0.093, 0.136], [1.701, 1.331, 0.027], [-0.458, 0.294, -0.459], [-1.655, -0.398, 0.183], [-2.799, 0.489, -0.100], [2.079, -1.047, -1.138], [1.983, -1.424, 0.813], [0.884, -2.057, -0.221], [0.636, -0.095, 1.111], [2.339, 1.091, -0.898], [1.000, 2.135, -0.116], [2.335, 1.315, 0.965], [-0.346, 0.195, -1.514], [-1.944, -1.354, -0.142], [-1.459, -0.443, 1.294], [-2.936, 1.161, 0.657], [-3.694, -0.041, -0.445]], "forces_ev_per_angstrom": [[0.2, 2.4, -1.1], [1.0, -1.6, 0.3], [1.1, -2.4, -0.6], [-0.9, -0.3, -1.7], [-0.6, 3.0, 0.8], [-0.9, -1.9, -0.5], [0.0, -0.8, 1.7], [1.7, -0.1, -0.3], [-1.4, -0.7, -0.6], [-0.7, 0.7, 0.8], [-0.8, 0.9, 1.4], [0.3, 0.5, 0.2], [-0.7, 0.5, -1.3], [-0.5, 0.0, 1.9], [0.4, -1.5, -0.8], [0.2, 0.0, -1.0], [-0.4, -0.4, -0.6], [2.4, 1.6, 1.3]], "nbo_charge": [-0.42, -0.20, -0.41, -0.48, -0.07, -0.84, 0.24, 0.23, 0.23, 0.42, 0.23, 0.26, 0.24, 0.39, 0.20, 0.17, 0.39, 0.40], "multiplicity": 1, "smiles": "C[NH+](C)NCN", "e_tot_ev": -7766.9803, "de_lowest_kj_mol": 352.19, "e_lumo_ev": -3.195, "gap_ev": 10.19, "charge": 1}